No. 1
Entry from the Open Molecules 2025 dataset: a structure of composition C22H45GdN4O2P2 in a non-equilibrium geometry (wB97M-V/def2-TZVPD).

Structure (ORCA input):
```
! wB97M-V def2-TZVPD RIJCOSX def2/J DEFGRID3
* xyz 2 8
Gd -0.402 -0.043 0.056
P -0.073 -2.808 -1.165
P 0.083 2.833 -0.591
O -0.535 -1.710 1.712
O 3.244 0.472 -0.210
N -0.178 2.574 3.242
N -0.495 0.443 2.418
N 0.208 0.032 -2.424
N -0.929 -1.295 3.958
C -1.286 -0.410 4.952
C 0.024 -2.414 -2.979
C -1.585 4.435 1.040
C -1.507 -5.143 -2.097
C -0.688 -0.879 2.695
C 0.658 -1.064 -3.321
C 1.658 3.831 -0.490
C -0.914 -2.728 4.261
C 1.528 5.331 -0.750
C -1.787 -4.424 0.333
C 2.179 -3.259 0.411
C -1.190 0.919 4.677
C 0.679 1.318 -3.017
C -1.538 5.111 -1.385
C 1.488 -5.274 -0.961
C 1.554 -3.744 -0.907
C -1.437 3.953 -0.409
C -0.614 1.304 3.459
C 2.104 0.400 -0.075
C -0.018 2.572 -2.446
C -1.533 -3.975 -1.113
C 2.388 3.608 0.845
H -0.916 -5.981 -1.723
H -1.000 -2.539 -3.383
H 3.409 4.022 0.769
H -0.842 5.216 1.297
H -0.968 5.977 -1.052
H -2.355 -3.290 -1.406
H -2.760 -4.938 0.388
H 0.277 -0.791 -4.315
H -2.534 -5.504 -2.224
H -0.319 -2.911 5.163
H -1.132 -4.871 -3.083
H -0.754 0.030 -2.645
H 0.401 1.286 -4.084
H 0.959 5.832 0.041
H 2.499 -5.670 -0.780
H -1.805 -3.567 1.024
H 1.173 -5.649 -1.942
H 1.468 -3.345 1.250
H -1.096 2.596 -2.714
H -1.019 -5.136 0.694
H -0.152 3.186 4.058
H -0.436 -3.229 3.418
H 2.285 3.392 -1.291
H 2.191 -3.406 -1.748
H 1.774 1.385 -2.963
H 1.892 4.141 1.676
H -2.250 3.233 -0.618
H -1.214 4.861 -2.395
H -2.586 4.874 1.161
H -1.640 -0.873 5.892
H 3.062 -3.875 0.646
H 2.491 2.545 1.090
H -2.586 5.413 -1.449
H 0.454 3.454 -2.922
H 0.529 2.741 2.526
H -1.419 1.676 5.423
H 1.748 -1.096 -3.332
H -1.943 -3.088 4.419
H 2.515 -2.211 0.341
H 0.662 -3.183 -3.440
H -2.099 0.040 -0.624
H 1.072 5.565 -1.717
H -1.491 3.625 1.778
H 0.835 -5.684 -0.179
H 2.533 5.779 -0.744
*
```

- LUMO (spin up / spin down): -6.08 / -6.28 eV
- M: 616.8 g mol⁻¹
- HOMO level (spin up / spin down): -14.09 / -13.97 eV
- Gap between HOMO and LUMO (spin up / spin down): 8.01 / 7.69 eV
- Expectation value of S²: 16.059
- Max |F|: 4.9 eV/A

=====

No. 2
Entry from the Open Molecules 2025 dataset: a cluster of 3 separate species, C22H45IN3O2 in total in a non-equilibrium geometry (wB97M-V/def2-TZVPD).

Structure (ORCA input):
```
! wB97M-V def2-TZVPD RIJCOSX def2/J DEFGRID3
* xyz -1 3
I -2.465 1.634 5.440
O -1.695 -1.962 -2.095
O 3.960 -0.307 2.099
N 3.426 -0.823 0.902
N 2.158 2.816 4.795
N -3.053 -2.108 -1.751
C 1.593 0.912 1.371
C -3.769 -2.606 -2.983
C -2.508 -0.170 -0.159
C -0.584 4.048 4.948
C 2.541 0.246 0.322
C -4.602 -0.229 -3.453
C 4.422 0.881 -1.318
C -5.147 -3.219 -2.609
C 1.531 -0.385 -0.686
C 4.591 -1.275 0.056
C 0.652 4.889 4.271
C 5.351 -0.094 -0.606
C -3.752 0.277 -2.295
C -1.097 2.753 4.077
C 1.940 3.960 3.824
C -4.793 -0.986 -0.330
C 4.119 -2.248 -1.058
C -3.993 -1.494 -4.043
C 5.618 -2.141 0.863
C -3.507 -0.788 -1.191
C -3.027 -3.806 -3.664
C 3.349 1.384 -0.362
H 6.383 -2.563 0.203
H -5.069 -3.858 -1.722
H 0.874 1.576 0.875
H 1.014 0.156 1.918
H -5.630 -0.402 -3.118
H 2.696 2.094 4.228
H 5.113 -2.982 1.358
H -5.372 -0.060 -0.268
H 2.673 2.059 -0.901
H -1.484 4.796 5.065
H -2.071 -3.517 -4.112
H -5.922 -2.470 -2.442
H 1.063 5.613 5.126
H 4.959 -2.814 -1.479
H 6.086 -0.474 -1.327
H -4.224 1.169 -1.865
H -2.787 0.619 -2.697
H -4.545 -1.289 0.695
H -1.733 3.042 3.127
H 3.833 2.004 0.407
H 6.155 -1.566 1.624
H -3.627 -4.232 -4.476
H -2.264 -0.887 0.635
H 3.405 -2.982 -0.667
H 3.957 0.419 -2.195
H 2.901 4.635 3.933
H -2.949 0.712 0.323
H 5.002 1.735 -1.690
H 0.283 5.627 3.410
H 0.645 -0.779 -0.170
H -3.039 -1.238 -4.526
H 5.928 0.455 0.152
H -5.476 -1.748 -0.688
H -2.840 -4.610 -2.940
H -4.657 0.547 -4.227
H 3.673 -1.740 -1.915
H 2.129 1.524 2.103
H 1.912 -1.221 -1.261
H 2.763 3.080 5.604
H -4.646 -1.863 -4.845
H -0.212 3.634 5.997
H -0.233 1.972 3.830
H -5.539 -3.847 -3.420
H 1.184 0.356 -1.413
H -1.571 0.161 -0.618
*
```

- LUMO (spin up / spin down): 2.12 / 1.24 eV
- M: 510.5 g mol⁻¹
- Energy above the lowest of the compared OMol25 structures with the same formula, charge and spin: 315.8 kJ/mol
- HOMO level (spin up / spin down): -1.58 / -1.58 eV
- Gap between HOMO and LUMO (spin up / spin down): 3.70 / 2.82 eV
- Expectation value of S²: 2.008
- Max |F|: 5.2 eV/A